234
Properties=species:S:1:pos:R:3:forces:R:3:lowdin_charge:R:1 method="wB97M-V/def2-TZVPD" homo_ev=-9.598 e_tot_ev=-138188.0688
O -25.67635 -23.37849 -3.54740 1.4 0.7 -1.0 0.103
C -26.38945 -23.97374 -2.81504 -2.7 -1.8 1.1 -0.571
O -27.36448 -23.40701 -2.07891 1.0 1.5 -0.2 -0.002
C -27.32457 -21.90300 -2.14298 -1.2 -1.3 0.3 -0.151
C -28.12027 -21.42211 -3.33873 1.7 -2.3 -0.6 -0.039
C -26.41544 -25.50056 -2.63966 1.3 1.2 0.9 0.046
H -26.33062 -21.53537 -2.20562 1.0 -0.1 0.1 0.064
H -27.71127 -21.64526 -1.17091 -0.3 0.2 0.1 0.086
H -27.39329 -21.36004 -4.17456 -0.9 -0.1 0.1 0.061
H -28.53138 -20.49594 -3.17505 -1.0 2.3 0.4 0.051
H -28.92340 -22.12641 -3.55223 0.0 0.1 -0.2 0.089
H -26.15936 -25.87440 -3.60915 -0.6 -0.7 -0.5 0.042
H -27.26014 -25.93185 -2.06527 0.5 0.4 -0.8 0.100
H -25.47436 -25.65795 -2.08221 -0.4 -0.3 0.2 0.092
O -27.27155 -20.42395 -6.83890 0.0 0.1 0.3 0.083
C -27.40509 -19.68628 -7.77752 0.1 1.7 -1.5 -0.511
O -27.02938 -19.98132 -9.06345 0.3 -1.9 2.4 0.010
C -26.50537 -21.38038 -9.05046 0.0 0.9 -1.4 -0.187
C -26.52018 -21.85573 -10.46673 2.5 -1.7 0.6 -0.063
C -28.08080 -18.31900 -7.73738 0.6 -0.2 -2.1 0.033
H -27.03608 -22.02142 -8.35252 -0.3 0.3 -0.2 0.097
H -25.45707 -21.40020 -8.78234 0.2 0.5 0.6 0.098
H -26.11311 -22.91287 -10.37270 -0.4 1.0 -0.5 0.105
H -25.82614 -21.28985 -11.09897 -0.1 -0.1 0.2 0.078
H -27.43913 -21.91842 -10.93353 -2.1 0.0 -0.7 0.046
H -29.03039 -18.44131 -8.25037 -0.3 0.0 0.1 0.090
H -27.58771 -17.46791 -8.27067 0.0 -1.2 0.3 0.075
H -28.19964 -18.03050 -6.75241 -0.5 0.5 2.1 0.050
O -25.46457 -19.80674 -0.53294 0.4 0.2 -0.8 0.077
C -25.17363 -20.57507 0.34108 -0.7 -0.1 1.0 -0.568
O -24.31551 -21.59882 0.26829 0.1 0.0 -0.2 0.018
C -23.53436 -21.69343 -0.92533 1.3 -1.9 -0.1 -0.164
C -23.39282 -23.17408 -1.39255 0.1 1.0 3.0 -0.020
C -25.86949 -20.53226 1.65994 -1.9 -1.2 -0.1 0.031
H -22.54060 -21.33853 -0.69507 0.3 0.4 0.2 0.109
H -23.94375 -21.08627 -1.67844 -0.6 0.7 -1.0 0.084
H -22.89793 -23.79379 -0.62715 0.9 0.6 -0.3 0.093
H -23.01238 -23.32090 -2.35904 0.5 0.0 -1.2 0.054
H -24.32074 -23.62019 -1.25847 -2.2 -0.6 -0.6 0.027
H -26.88421 -21.07832 1.49865 1.6 0.8 0.3 0.117
H -26.11189 -19.51923 1.94855 0.1 0.3 -0.1 0.078
H -25.34483 -21.04284 2.45177 0.2 -0.1 0.2 0.080
O -21.03375 -23.46385 -6.70714 -0.1 -0.1 0.0 0.058
C -20.05272 -24.05271 -6.30434 -1.2 0.8 -0.9 -0.571
O -19.61079 -23.93982 -5.05874 0.3 0.2 0.8 0.002
C -20.58165 -23.40659 -4.07020 -0.8 -1.7 -0.3 -0.206
C -20.04912 -22.33080 -3.19425 1.6 0.9 -0.9 -0.066
C -19.24092 -24.89228 -7.23810 1.1 -0.3 0.2 0.020
H -20.83570 -24.34464 -3.50606 -0.1 1.1 -0.5 0.126
H -21.43156 -23.02973 -4.64034 0.0 -0.3 0.1 0.110
H -20.81277 -21.68774 -2.72738 0.3 -0.8 0.4 0.088
H -19.51785 -21.62231 -3.83329 -0.1 0.2 -0.3 0.059
H -19.20976 -22.70769 -2.60752 -0.5 0.1 0.8 0.086
H -18.84812 -25.75515 -6.70169 0.0 -0.1 -0.1 0.084
H -18.36836 -24.30928 -7.56055 -0.1 0.0 0.1 0.092
H -19.75476 -25.19952 -8.15560 -0.3 0.2 0.5 0.093
O -21.81558 -26.06894 -5.03327 -0.8 -1.2 -0.8 0.075
C -22.36053 -26.86167 -5.79560 1.4 0.7 0.0 -0.503
O -23.58905 -26.69252 -6.27609 0.6 0.4 -0.1 0.016
C -24.22875 -25.55337 -5.70418 -2.8 -0.1 1.1 -0.214
C -25.64729 -25.53766 -6.27639 0.0 -1.5 0.3 -0.065
C -21.64038 -28.08541 -6.34936 -3.0 -0.7 1.2 0.037
H -23.79521 -24.57130 -5.87513 0.8 -0.4 0.1 0.131
H -24.36895 -25.81369 -4.63597 0.7 0.8 -0.4 0.112
H -26.13005 -26.52963 -6.08033 0.3 0.8 -0.3 0.097
H -25.59460 -25.38703 -7.32746 0.0 0.0 -1.1 0.061
H -26.30354 -24.77528 -5.89723 0.1 0.5 0.5 0.054
H -22.37840 -28.91186 -6.61702 1.0 1.0 0.6 0.114
H -20.98855 -28.33135 -5.54304 0.7 -0.7 0.2 0.077
H -21.14062 -27.85651 -7.23150 1.1 0.6 -1.5 0.055
O -19.06120 -17.92959 -6.76948 0.8 0.5 -0.3 0.070
C -19.93363 -18.72934 -6.51976 2.1 0.3 -0.5 -0.633
O -21.08335 -18.38444 -6.05743 -1.7 1.4 0.7 0.002
C -21.30136 -16.91749 -6.01260 0.2 -0.3 1.7 -0.157
C -21.96842 -16.50854 -7.27462 -0.6 1.1 -1.5 -0.043
C -19.75038 -20.16948 -6.75654 0.6 1.1 -0.7 0.036
H -20.37621 -16.36810 -5.76533 -0.3 -0.5 -0.6 0.099
H -21.88235 -16.82882 -5.08040 -0.4 0.1 -0.6 0.117
H -22.81223 -17.16983 -7.53285 0.5 0.2 0.0 0.069
H -21.27230 -16.40038 -8.13018 -0.1 -0.8 0.4 0.098
H -22.37330 -15.47810 -7.29302 0.1 -0.4 0.8 0.070
H -19.95894 -20.25034 -7.81089 0.2 -0.5 -0.5 0.091
H -20.48908 -20.67192 -6.23628 -1.1 -1.6 1.1 0.057
H -18.72528 -20.39919 -6.54119 0.3 -0.5 0.1 0.102
O -30.08046 -21.41564 -8.07051 0.0 0.4 -0.9 0.109
C -29.85660 -21.77249 -6.95270 -0.6 -0.4 0.7 -0.551
O -30.32822 -21.13583 -5.86703 0.1 -1.1 0.5 -0.017
C -30.93468 -19.86755 -6.00016 -0.3 0.1 -2.0 -0.246
C -32.29198 -19.75956 -5.36391 -2.1 0.9 1.7 -0.081
C -29.05670 -22.99216 -6.61135 0.2 0.2 0.2 0.020
H -30.96551 -19.58285 -7.09096 -0.2 -0.4 1.0 0.131
H -30.20217 -19.22577 -5.57037 0.2 1.0 0.7 0.104
H -32.57866 -18.68129 -5.34021 0.4 -0.5 -0.2 0.078
H -32.35870 -20.01060 -4.25062 0.5 -0.1 -1.5 0.090
H -33.22066 -20.20490 -5.83404 1.6 -0.1 0.1 0.091
H -29.58487 -23.80220 -6.12221 -0.6 0.1 0.1 0.091
H -28.26142 -22.69125 -5.93013 0.2 -0.1 -0.3 0.068
H -28.70950 -23.35820 -7.56094 0.5 -0.2 -0.2 0.080
O -29.22833 -22.00043 0.63507 -0.9 0.0 -1.6 0.035
C -30.12945 -21.92139 -0.20879 0.8 -0.3 3.0 -0.516
O -30.57576 -20.73265 -0.63669 0.3 -0.6 -0.1 -0.001
C -29.79972 -19.62797 -0.10298 -0.5 0.7 -1.1 -0.228
C -30.25388 -19.27992 1.28572 -0.4 1.1 -0.3 -0.057
C -30.90688 -23.15132 -0.59410 -0.7 1.8 -0.8 0.041
H -29.96000 -18.84305 -0.86666 0.0 -0.2 0.6 0.126
H -28.77047 -19.90855 -0.11632 0.8 -0.1 0.0 0.089
H -30.08969 -20.14467 1.89236 0.3 -0.3 0.7 0.060
H -31.34578 -19.13991 1.23417 0.4 0.4 0.3 0.088
H -29.71141 -18.36741 1.68353 -0.8 -1.1 -0.4 0.102
H -31.24587 -23.65729 0.28455 0.3 -0.4 0.7 0.083
H -30.23288 -23.75283 -1.17466 0.0 -0.5 -0.4 0.081
H -31.81965 -22.82378 -1.10825 0.4 -0.4 -0.4 0.093
O -25.40557 -13.41151 -7.55100 -2.7 -0.2 0.5 0.121
C -24.24113 -13.34429 -7.68163 2.6 0.7 0.9 -0.575
O -23.38334 -13.04790 -6.62532 -2.0 0.0 -0.1 -0.040
C -24.14070 -12.85383 -5.36237 0.7 -0.3 -0.9 -0.215
C -23.05812 -12.56552 -4.35508 -0.2 -0.9 0.3 -0.081
C -23.53097 -13.51035 -8.95744 2.3 -1.4 0.7 0.017
H -24.76867 -13.71882 -5.21204 0.4 -0.9 0.4 0.098
H -24.91991 -12.11998 -5.45608 0.1 1.1 -0.4 0.111
H -23.49242 -12.42891 -3.32197 0.8 -0.3 -1.0 0.101
H -22.51170 -11.69644 -4.69090 0.0 0.6 0.2 0.070
H -22.31343 -13.38522 -4.47709 -0.6 0.4 0.8 0.062
H -23.67656 -14.56786 -9.28812 0.5 0.5 0.4 0.091
H -22.43462 -13.22708 -8.78085 -1.6 -0.5 -0.8 0.122
H -24.04159 -12.95553 -9.68857 -0.3 1.1 -1.0 0.071
O -23.14156 -20.09765 -11.26645 -0.8 -0.2 0.2 0.117
C -22.11413 -19.82171 -10.72685 1.6 1.2 -1.2 -0.538
O -21.44675 -20.62645 -9.88023 0.0 1.1 -0.5 -0.013
C -22.28116 -21.36391 -9.04339 -1.2 -1.3 1.3 -0.239
C -22.82459 -20.46063 -7.92088 0.9 0.1 -0.1 -0.022
C -21.32082 -18.54443 -11.04762 -1.3 -0.4 1.6 0.043
H -21.66539 -22.17310 -8.75115 0.6 -0.8 1.0 0.088
H -23.11990 -21.85797 -9.55433 0.1 0.5 -0.3 0.116
H -23.56055 -20.94349 -7.23946 0.6 0.4 -0.5 0.101
H -23.26006 -19.66573 -8.50603 -1.0 0.5 0.2 0.062
H -22.02207 -19.92195 -7.35345 -1.0 -1.0 -0.4 0.056
H -20.67518 -18.28754 -10.21078 0.4 -0.3 -0.2 0.073
H -22.06516 -17.74654 -11.05858 0.0 0.0 -0.6 0.081
H -20.80561 -18.69006 -11.97105 0.4 0.2 -0.6 0.077
O -20.10924 -14.26151 -4.45683 0.8 -0.5 0.0 0.087
C -18.93302 -14.16907 -4.17459 -1.2 1.8 0.3 -0.490
O -18.52022 -13.23771 -3.25849 0.2 -0.3 -0.2 -0.019
C -19.41827 -12.19896 -2.82223 0.5 0.7 -1.2 -0.227
C -20.24089 -12.51992 -1.65326 1.2 1.0 0.9 -0.066
C -17.75193 -14.83480 -4.77463 0.5 -0.5 1.1 0.030
H -20.00302 -11.80623 -3.64998 -0.1 -0.4 -0.3 0.120
H -18.80089 -11.37017 -2.51770 0.8 0.1 -0.2 0.117
H -21.15607 -12.91897 -1.89406 -2.0 -1.6 -0.3 0.041
H -20.41687 -11.61013 -1.11182 -0.4 0.8 0.1 0.084
H -19.61220 -13.04006 -0.96916 0.1 -1.1 0.6 0.074
H -17.98903 -15.57457 -5.51910 -0.3 -0.5 0.0 0.076
H -17.15007 -15.21545 -3.92219 -0.4 -0.2 -0.6 0.108
H -17.11003 -14.10534 -5.22662 0.2 0.7 -0.3 0.087
O -21.48417 -18.33530 3.84464 -0.3 0.5 0.0 0.074
C -21.28272 -17.18280 3.55308 0.4 0.4 -0.4 -0.487
O -22.24228 -16.34257 3.01801 1.6 -1.1 0.2 -0.028
C -23.44911 -17.01325 2.58064 -0.6 -0.4 0.8 -0.199
C -23.33151 -17.61591 1.19714 -1.1 -1.0 0.8 -0.043
C -19.87041 -16.53790 3.67966 -2.3 -0.4 0.3 0.044
H -24.17279 -16.19656 2.55669 -0.2 -0.3 0.2 0.112
H -23.67533 -17.80486 3.34237 -0.1 0.9 -0.7 0.129
H -23.03290 -16.88067 0.53011 0.8 1.5 -1.3 0.024
H -24.31999 -17.92479 0.78280 0.6 -0.1 0.6 0.089
H -22.62467 -18.43482 1.18312 0.1 -0.3 -0.1 0.073
H -19.56425 -16.26659 2.68649 0.4 0.2 -0.3 0.062
H -19.22324 -17.25278 4.16449 0.2 -0.1 -0.1 0.082
H -20.01437 -15.66546 4.30072 0.3 0.4 0.0 0.080
O -18.57822 -19.14391 0.27948 0.0 -0.6 0.3 0.069
C -18.69940 -19.90280 1.22452 0.6 1.5 -0.8 -0.472
O -17.61481 -20.45777 1.79121 -1.8 -0.7 1.1 -0.003
C -16.31873 -20.21524 1.32078 0.7 1.1 -1.1 -0.223
C -15.86087 -18.73605 1.40112 -1.6 0.2 -0.9 -0.060
C -20.05886 -20.11494 1.86760 0.7 0.3 -2.1 0.051
H -16.23659 -20.46697 0.27822 -0.2 -0.5 -0.6 0.107
H -15.71258 -20.93451 1.87681 0.2 0.5 0.1 0.126
H -16.28662 -18.03455 0.60550 0.2 -1.4 0.8 0.089
H -14.80548 -18.69792 1.20985 0.7 0.1 0.7 0.063
H -16.24730 -18.33437 2.33459 0.8 0.2 0.4 0.072
H -19.98032 -20.32940 2.87952 0.1 -0.7 1.8 0.056
H -20.56448 -20.93691 1.30720 0.1 0.8 0.5 0.109
H -20.52414 -19.11571 1.77581 -0.2 -1.0 -0.2 0.072
O -20.64785 -18.25909 -1.72575 -1.0 -0.7 -0.4 0.084
C -19.85903 -17.37318 -1.56190 0.2 0.4 0.3 -0.553
O -18.75133 -17.24084 -2.31400 -0.8 -0.1 -0.4 -0.016
C -18.53530 -18.25632 -3.37733 1.4 0.6 0.4 -0.155
C -17.75803 -19.39585 -2.71512 -0.6 0.6 0.1 -0.063
C -20.03940 -16.32211 -0.47836 -0.5 1.5 -2.0 0.046
H -17.94563 -17.67077 -4.13004 -0.5 -0.7 0.6 0.119
H -19.42327 -18.66657 -3.86990 -0.2 0.6 0.5 0.108
H -16.89829 -19.03827 -2.14192 -0.2 0.1 -0.1 0.080
H -17.41560 -20.07055 -3.46718 0.3 -0.6 -0.6 0.064
H -18.44415 -19.92698 -2.04745 0.3 0.1 -0.1 0.061
H -19.78304 -15.29936 -0.92727 -0.6 -1.3 0.8 0.098
H -19.34479 -16.51382 0.27452 1.4 -0.3 1.3 0.042
H -21.04419 -16.35599 -0.01219 0.6 0.0 -0.7 0.077
O -26.05823 -14.99714 0.83848 -0.6 -0.1 -0.2 0.089
C -27.06875 -14.35627 0.67200 -0.4 0.6 0.0 -0.539
O -28.01698 -14.56391 -0.26303 0.1 -0.5 0.0 -0.032
C -27.99152 -15.84171 -0.98157 1.7 0.3 1.3 -0.207
C -28.71942 -15.64834 -2.26858 -1.3 0.3 0.1 -0.070
C -27.46031 -13.15166 1.49122 1.9 0.2 1.0 0.016
H -28.39176 -16.55295 -0.23164 -0.1 0.0 -0.9 0.124
H -26.90744 -16.06080 -1.11616 -0.8 -0.3 -0.1 0.125
H -29.69007 -15.11904 -2.05736 0.8 -0.6 -0.4 0.099
H -28.91219 -16.60533 -2.76596 0.0 0.2 0.1 0.075
H -28.13677 -15.01883 -2.93605 0.0 0.0 -0.1 0.076
H -27.79428 -13.46235 2.47816 0.1 -0.4 0.1 0.086
H -28.25566 -12.55835 1.11452 -0.5 0.4 -0.8 0.066
H -26.52647 -12.55327 1.67750 -1.0 -0.4 -0.3 0.107
C -23.12464 -15.72740 -2.45387 -1.4 -0.6 -0.5 -0.101
O -23.46135 -17.15442 -2.58524 0.0 1.5 0.1 -0.140
H -23.11186 -15.38321 -1.40626 -0.1 -0.3 -0.2 0.073
H -22.14990 -15.56003 -2.89239 0.2 0.3 -0.3 0.055
H -23.93209 -15.15425 -3.00440 1.1 -0.7 0.6 0.090
H -22.73292 -17.61396 -2.16713 0.4 -0.5 0.2 0.035
C -25.82273 -17.03410 -10.56364 0.3 -1.1 2.5 -0.100
O -24.68596 -16.91030 -9.65728 -0.1 0.2 -0.7 -0.160
H -26.73814 -16.81762 -9.98197 0.2 -0.3 -0.4 0.064
H -25.75990 -16.27721 -11.29299 0.5 0.8 -1.0 0.057
H -25.85486 -18.04596 -10.99409 -0.1 0.4 0.0 0.082
H -24.73741 -17.49794 -8.87835 -0.5 0.0 -0.5 0.029
C -25.42642 -16.70238 -6.53530 1.4 1.5 0.0 -0.167
O -25.08460 -17.92921 -7.06234 0.4 -1.7 0.7 -0.144
H -25.76834 -16.09505 -7.33761 -0.7 0.6 -0.6 0.065
H -26.09644 -16.69697 -5.70773 -1.0 -0.4 0.6 0.079
H -24.52087 -16.19465 -6.18548 0.1 0.2 0.2 0.077
H -24.65386 -18.40830 -6.30926 -0.3 -0.3 -0.7 0.075
C -25.35193 -19.79187 -3.92385 1.5 -2.3 -2.4 -0.097
O -24.19166 -19.30882 -4.67066 0.4 1.1 0.9 -0.167
H -26.17588 -19.36113 -4.48426 -0.7 -0.3 0.7 0.072
H -25.31078 -20.96926 -4.01849 -0.3 2.4 0.1 0.112
H -25.21854 -19.54019 -2.90565 -0.5 0.5 1.1 0.041
H -23.88424 -18.51231 -4.16125 -0.1 -0.9 -0.6 0.064